Model 1:
{
  "formula": "C4H9FS",
  "method": "ωB97M-V/def2-TZVPD",
  "symbols": ["C", "S", "C", "C", "C", "F", "H", "H", "H", "H", "H", "H", "H", "H", "H"],
  "coordinates": [[2.98, -0.21, 0.19], [1.27, -0.40, -0.26], [0.26, 0.94, 0.27], [-1.18, 0.90, -0.29], [-1.77, -0.38, 0.37], [-3.01, -0.55, -0.07], [3.37, -1.05, -0.34], [3.16, -0.11, 1.22], [3.19, 0.78, -0.21], [0.33, 1.08, 1.33], [0.64, 1.87, -0.34], [-1.70, 1.84, -0.17], [-1.23, 0.73, -1.38], [-1.75, -0.28, 1.51], [-1.04, -1.10, 0.00]],
  "e_homo_ha": -0.308,
  "orbital_gap_ev": 9.36
}

Model 2:
{
  "formula": "C4H9FS",
  "method": "ωB97M-V/def2-TZVPD",
  "symbols": ["C", "S", "C", "C", "C", "F", "H", "H", "H", "H", "H", "H", "H", "H", "H"],
  "coordinates": [[2.83, -0.42, 0.14], [1.34, 0.50, -0.45], [-0.08, -0.51, -0.04], [-1.46, -0.09, -0.49], [-1.99, 1.16, 0.19], [-2.23, -1.20, -0.17], [2.84, -1.42, -0.30], [2.89, -0.51, 1.25], [3.79, 0.00, -0.21], [-0.14, -0.57, 1.06], [0.04, -1.54, -0.41], [-1.40, 0.13, -1.55], [-1.99, 1.18, 1.30], [-1.39, 2.03, -0.18], [-3.06, 1.25, -0.12]],
  "e_homo_ha": -0.319,
  "orbital_gap_ev": 9.69
}

Ranked by calculated energy, most stable first: model 2, model 1.

Model 1:
{
  "formula": "C7H12N2",
  "method": "ωB97M-V/def2-TZVPD",
  "symbols": ["C", "C", "C", "C", "C", "C", "C", "N", "N", "H", "H", "H", "H", "H", "H", "H", "H", "H", "H", "H", "H"],
  "coordinates": [[0.28, -0.64, 1.10], [1.01, 0.29, 0.21], [0.39, -1.38, -2.38], [0.14, -0.03, -2.10], [0.71, -1.69, 1.83], [0.36, -2.66, 2.80], [-0.78, 2.54, -0.56], [0.56, 0.66, -0.98], [0.49, 2.09, -1.15], [-0.75, -0.47, 0.85], [1.73, 1.01, 0.66], [0.37, -1.68, -3.46], [0.99, -1.95, -1.72], [-0.05, 0.51, -2.94], [0.33, -3.68, 2.52], [-0.56, -2.46, 3.48], [1.26, -2.67, 3.54], [-1.68, 1.92, -0.63], [-0.65, 2.64, 0.55], [-1.06, 3.49, -1.00], [0.41, 2.40, -2.13]],
  "e_homo_ha": [-0.230, -0.292],
  "orbital_gap_ev": [6.42, 8.13]
}

Model 2:
{
  "formula": "C7H12N2",
  "method": "ωB97M-V/def2-TZVPD",
  "symbols": ["C", "N", "C", "C", "N", "C", "C", "C", "C", "H", "H", "H", "H", "H", "H", "H", "H", "H", "H", "H", "H"],
  "coordinates": [[-0.60, 1.38, 0.85], [-1.79, 0.87, 0.11], [-1.27, -0.32, -0.56], [-0.32, -0.08, -1.80], [1.08, -0.15, -1.34], [1.20, -0.92, -0.11], [1.80, -0.06, 1.07], [0.19, 0.17, 1.39], [-0.26, -1.00, 0.48], [-0.08, 2.01, 0.09], [-1.03, 1.96, 1.68], [-2.55, 0.67, 0.74], [-2.09, -0.90, -0.94], [-0.53, -0.91, -2.44], [-0.42, 0.98, -2.22], [1.67, -0.46, -2.06], [1.60, -1.96, -0.23], [2.41, -0.58, 1.79], [2.28, 0.87, 0.73], [-0.06, 0.04, 2.46], [-0.64, -1.77, 1.10]],
  "e_homo_ha": -0.312,
  "orbital_gap_ev": 9.50
}

Ranked by calculated energy, most stable first: model 2, model 1.

Model 1:
{
  "formula": "CH5NO2S",
  "method": "ωB97M-V/def2-TZVPD",
  "symbols": ["C", "N", "O", "O", "S", "H", "H", "H", "H", "H"],
  "coordinates": [[1.07, 1.12, 0.77], [-0.20, -1.85, -1.19], [-1.78, -0.34, 0.28], [0.56, 0.65, -0.47], [-0.20, -0.86, -0.05], [2.12, 1.07, 0.74], [0.77, 0.28, 1.38], [0.72, 2.18, 1.04], [-0.77, -1.69, -2.00], [-2.28, -0.56, -0.50]],
  "e_homo_ha": -0.376,
  "orbital_gap_ev": 10.91
}

Model 2:
{
  "formula": "CH5NO2S",
  "method": "ωB97M-V/def2-TZVPD",
  "symbols": ["C", "N", "O", "O", "S", "H", "H", "H", "H", "H"],
  "coordinates": [[-0.65, 0.22, 0.21], [0.27, 0.32, 2.00], [-0.37, -0.74, -2.16], [1.39, 0.80, -1.29], [0.67, -0.38, -0.90], [-0.96, 1.25, 0.08], [-1.42, -0.48, 0.45], [0.90, -0.48, 1.91], [-0.69, -1.65, -2.14], [0.84, 1.15, 1.84]],
  "e_homo_ha": -0.364,
  "orbital_gap_ev": 10.09
}

Ranked by calculated energy, most stable first: model 1, model 2.

Model 1:
{
  "formula": "C3H7O2P",
  "method": "ωB97M-V/def2-TZVPD",
  "symbols": ["C", "C", "C", "O", "O", "P", "H", "H", "H", "H", "H", "H", "H"],
  "coordinates": [[-1.98, 0.72, -0.09], [1.69, -0.31, 0.69], [0.96, -0.41, -0.63], [-1.72, -0.02, -1.22], [-1.49, -0.14, 0.96], [-0.77, -1.17, -0.44], [-1.58, 1.77, -0.17], [-3.06, 0.99, 0.21], [1.25, 0.31, 1.43], [1.73, -1.22, 1.17], [2.59, -0.05, 0.37], [1.67, -1.05, -1.21], [0.71, 0.58, -1.07]],
  "e_homo_ha": -0.331,
  "orbital_gap_ev": 9.22
}

Model 2:
{
  "formula": "C3H7O2P",
  "method": "ωB97M-V/def2-TZVPD",
  "symbols": ["C", "C", "C", "O", "O", "P", "H", "H", "H", "H", "H", "H", "H"],
  "coordinates": [[0.75, -0.64, -0.64], [1.41, 0.33, 0.26], [-1.80, -0.78, -0.02], [0.90, 0.66, -0.94], [2.70, 0.31, 0.51], [-1.46, 0.95, -0.01], [1.29, -1.33, -1.29], [0.98, 0.66, 1.13], [-1.85, -1.35, 0.85], [-1.78, -1.28, -0.94], [3.30, -0.05, -0.24], [-1.56, 1.13, 1.32], [-2.87, 1.38, 0.00]],
  "e_homo_ha": [-0.310, -0.297],
  "orbital_gap_ev": [8.58, 8.26]
}

Model 3:
{
  "formula": "C3H7O2P",
  "method": "ωB97M-V/def2-TZVPD",
  "symbols": ["C", "C", "C", "O", "H", "H", "H", "H", "O", "P", "H", "H", "H"],
  "coordinates": [[-2.47, -1.03, 1.58], [-1.93, 0.01, 0.58], [-1.98, 1.28, 0.68], [-2.08, 2.41, 0.67], [-3.10, -0.53, 2.31], [-1.67, -1.52, 2.14], [-3.11, -1.61, 0.93], [-1.07, -0.34, -0.10], [1.91, 1.81, -1.33], [2.52, 0.44, -0.73], [0.97, 1.74, -1.58], [2.41, 0.74, 0.59], [4.04, 0.75, -0.53]],
  "e_homo_ha": -0.334,
  "orbital_gap_ev": 9.54
}

Ranked by calculated energy, most stable first: model 1, model 3, model 2.

Model 1:
{
  "formula": "C9H14N3",
  "method": "ωB97M-V/def2-TZVPD",
  "symbols": ["C", "C", "C", "C", "C", "C", "C", "C", "C", "N", "N", "N", "H", "H", "H", "H", "H", "H", "H", "H", "H", "H", "H", "H", "H", "H"],
  "coordinates": [[2.59, 0.38, 1.25], [1.28, 0.67, 0.84], [1.02, -0.03, -0.29], [3.06, -0.54, 0.34], [-2.71, 0.08, 0.22], [-0.67, -0.95, -0.73], [0.32, 1.51, 1.66], [-3.61, 1.13, -0.39], [-0.52, -2.00, -1.69], [-1.64, -0.55, -0.13], [2.00, -0.90, -0.53], [4.27, -1.04, 0.15], [3.11, 0.99, 2.05], [-3.11, -0.26, 1.17], [-0.48, 0.76, 1.89], [0.84, 1.80, 2.64], [-0.05, 2.23, 0.83], [-3.43, 1.62, -1.33], [-4.67, 0.59, -0.35], [-3.68, 1.94, 0.44], [0.53, -2.45, -1.82], [-1.30, -2.89, -1.64], [-0.58, -1.39, -2.64], [2.23, -1.45, -1.40], [5.09, -0.76, 0.76], [4.41, -1.71, -0.63]],
  "total_charge": 1,
  "e_homo_ha": [-0.388, -0.388],
  "orbital_gap_ev": [6.70, 6.70]
}

Model 2:
{
  "formula": "C9H14N3",
  "method": "ωB97M-V/def2-TZVPD",
  "symbols": ["C", "C", "N", "C", "C", "C", "C", "C", "C", "C", "N", "N", "H", "H", "H", "H", "H", "H", "H", "H", "H", "H", "H", "H", "H", "H"],
  "coordinates": [[2.12, 0.33, -1.18], [1.44, 0.50, 0.18], [2.41, 0.74, 1.18], [0.38, 1.63, 0.15], [-0.94, 0.93, 0.08], [-2.20, 1.44, -0.11], [-3.28, 0.57, -0.12], [-3.10, -0.79, 0.08], [-1.83, -1.31, 0.29], [-0.76, -0.43, 0.28], [0.60, -0.73, 0.52], [1.02, -2.00, -0.02], [2.90, -0.43, -1.16], [2.60, 1.27, -1.43], [1.39, 0.12, -1.96], [2.03, 0.90, 2.10], [3.19, 0.10, 1.20], [0.54, 2.30, -0.69], [0.46, 2.22, 1.06], [-2.35, 2.50, -0.27], [-4.28, 0.95, -0.27], [-3.95, -1.46, 0.08], [-1.71, -2.38, 0.46], [0.20, -2.63, 0.03], [1.79, -2.39, 0.54], [1.33, -1.93, -1.02]],
  "total_charge": 1,
  "e_homo_ha": -0.448,
  "orbital_gap_ev": 8.67
}

Ranked by calculated energy, most stable first: model 2, model 1.

Model 1:
{
  "formula": "P2S4",
  "method": "ωB97M-V/def2-TZVPD",
  "symbols": ["P", "P", "S", "S", "S", "S"],
  "coordinates": [[0.46, -0.82, 0.36], [-1.29, 0.04, -0.54], [-1.34, -0.79, 1.45], [-2.09, -1.29, -1.81], [1.51, 1.26, 0.97], [2.76, 1.58, -0.43]],
  "e_homo_ha": [-0.296, -0.288],
  "orbital_gap_ev": [4.13, 3.73]
}

Model 2:
{
  "formula": "P2S4",
  "method": "ωB97M-V/def2-TZVPD",
  "symbols": ["S", "P", "P", "S", "S", "S"],
  "coordinates": [[2.78, -1.31, 0.20], [1.23, -0.36, -0.50], [-1.19, -0.45, 0.52], [-2.80, -1.24, -0.19], [-1.20, 1.66, -0.04], [1.19, 1.69, 0.01]],
  "e_homo_ha": -0.328,
  "orbital_gap_ev": 6.45
}

Ranked by calculated energy, most stable first: model 2, model 1.